--- A ---
Density functional theory data (the ωB97M-V functional and the def2-TZVPD basis) for one molecule with the formula C20H22N2O4.

Each line ends with the Löwdin charge.
Atoms and positions in Å:
C (-5.531, 3.810, 4.726)  -0.05
C (-4.427, 3.175, 3.940)  -0.27
C (-3.674, 3.915, 3.035)  -0.03
C (-2.670, 3.318, 2.300)  0.00
C (-2.397, 1.961, 2.458)  -0.12
C (-1.322, 1.360, 1.648)  -0.43
O (-0.652, 1.961, 0.839)  0.12
O (-1.132, 0.055, 1.911)  0.02
C (-0.169, -0.582, 1.092)  -0.06
C (-0.576, -0.485, -0.384)  -0.47
O (-1.733, -0.594, -0.726)  0.09
N (0.423, -0.387, -1.289)  0.14
C (1.799, -0.121, -1.124)  -0.17
C (2.223, 0.986, -0.404)  -0.02
C (3.571, 1.284, -0.308)  -0.08
C (4.496, 0.486, -0.958)  -0.09
C (4.080, -0.606, -1.697)  -0.02
C (2.730, -0.939, -1.790)  -0.17
N (2.257, -1.996, -2.578)  -0.11
C (1.579, -3.093, -1.905)  -0.13
C (0.749, -3.862, -2.935)  -0.19
O (1.559, -4.347, -3.980)  -0.13
C (2.240, -3.290, -4.613)  -0.19
C (3.117, -2.513, -3.626)  -0.16
C (-3.148, 1.212, 3.361)  0.00
C (-4.149, 1.818, 4.091)  -0.03
H (-5.453, 4.894, 4.705)  0.08
H (-6.496, 3.528, 4.304)  0.09
H (-5.511, 3.473, 5.761)  0.08
H (-3.880, 4.968, 2.906)  0.11
H (-2.083, 3.885, 1.594)  0.12
H (0.825, -0.164, 1.268)  0.12
H (-0.191, -1.635, 1.386)  0.15
H (0.126, -0.503, -2.252)  0.17
H (1.482, 1.631, 0.044)  0.10
H (3.892, 2.147, 0.254)  0.10
H (5.550, 0.715, -0.895)  0.10
H (4.817, -1.215, -2.197)  0.10
H (0.932, -2.713, -1.116)  0.11
H (2.316, -3.781, -1.457)  0.14
H (0.281, -4.735, -2.478)  0.13
H (-0.031, -3.200, -3.339)  0.13
H (2.851, -3.744, -5.395)  0.13
H (1.515, -2.599, -5.071)  0.13
H (3.595, -1.680, -4.144)  0.13
H (3.889, -3.192, -3.229)  0.13
H (-2.942, 0.160, 3.480)  0.12
H (-4.731, 1.235, 4.791)  0.11

Output
**HOMO level**: -8.248 eV
**Net charge**: 0
**SMILES string**: Cc1ccc(C(=O)OCC(=O)Nc2ccccc2N2CCOCC2)cc1
**Molar mass**: 354.41 g/mol

---

--- B ---
Density functional theory data (the ωB97M-V functional and the def2-TZVPD basis) for one molecule with the formula C20H22N2O4.

Each line ends with the Löwdin charge.
Atoms and positions in Å:
C (5.414, 1.160, 2.764)  -0.07
C (3.987, 0.912, 2.289)  -0.25
O (3.342, -0.161, 2.962)  -0.09
C (3.820, -1.424, 2.630)  -0.22
C (4.836, -2.019, 3.356)  -0.02
C (5.289, -3.282, 3.009)  -0.09
C (4.726, -3.944, 1.932)  -0.08
C (3.695, -3.369, 1.210)  0.00
C (3.224, -2.109, 1.558)  -0.15
N (2.167, -1.465, 0.919)  0.15
C (1.469, -1.844, -0.191)  -0.41
O (1.691, -2.857, -0.824)  0.08
C (0.381, -0.898, -0.570)  -0.14
C (0.425, 0.471, -0.313)  -0.03
C (-0.613, 1.287, -0.713)  -0.01
C (-1.721, 0.756, -1.374)  -0.21
N (-2.738, 1.632, -1.745)  0.15
C (-3.922, 1.372, -2.352)  -0.41
O (-4.332, 0.286, -2.694)  0.09
C (-4.727, 2.665, -2.594)  -0.23
C (-6.239, 2.423, -2.417)  -0.11
C (-6.632, 3.386, -1.292)  -0.14
C (-5.287, 3.682, -0.630)  -0.19
O (-4.351, 3.695, -1.692)  -0.12
C (-1.763, -0.609, -1.648)  0.01
C (-0.716, -1.416, -1.255)  0.00
H (5.428, 1.314, 3.840)  0.08
H (6.050, 0.313, 2.519)  0.07
H (5.808, 2.047, 2.276)  0.08
H (3.989, 0.731, 1.204)  0.12
H (3.363, 1.784, 2.504)  0.12
H (5.261, -1.491, 4.196)  0.12
H (6.082, -3.741, 3.578)  0.10
H (5.084, -4.923, 1.653)  0.10
H (3.245, -3.886, 0.380)  0.10
H (1.859, -0.636, 1.413)  0.13
H (1.280, 0.920, 0.172)  0.11
H (-0.569, 2.350, -0.518)  0.11
H (-2.601, 2.609, -1.502)  0.14
H (-4.475, 3.011, -3.603)  0.16
H (-6.403, 1.382, -2.138)  0.11
H (-6.787, 2.620, -3.335)  0.12
H (-7.049, 4.305, -1.705)  0.11
H (-7.346, 2.955, -0.596)  0.11
H (-5.030, 2.894, 0.092)  0.13
H (-5.239, 4.654, -0.138)  0.12
H (-2.612, -1.022, -2.168)  0.10
H (-0.731, -2.473, -1.471)  0.12

Output
**HOMO level**: -8.332 eV
**Net charge**: 0
**SMILES string**: CCOc1ccccc1NC(=O)c1ccc(NC(=O)[C@H]2CCCO2)cc1
**Molar mass**: 354.41 g/mol

---

So which one wins? Going from most stable to least: B, A.

---

--- A ---
Density functional theory data (the ωB97M-V functional and the def2-TZVPD basis) for a 2-piece molecular cluster, CH3O3 overall.

Each line ends with the Löwdin charge.
Atoms and positions in Å:
O (-1.176, 0.940, 1.058)  -0.13
C (-1.224, -0.219, 0.589)  -0.66
O (-0.480, -0.780, -0.250)  -0.14
H (-2.136, -0.770, 0.978)  0.09
H (1.995, 0.381, -1.504)  -0.03
H (1.063, 0.064, -0.296)  -0.01
O (1.958, 0.385, -0.576)  -0.11

Output
**HOMO level**: -4.212 eV
**Net charge**: -1
**Molar mass**: 63.03 g/mol

---

--- B ---
Density functional theory data (the ωB97M-V functional and the def2-TZVPD basis) for a 2-piece molecular cluster, CH3O3 overall.

Each line ends with the Löwdin charge.
Atoms and positions in Å:
O (-1.395, 1.295, 0.658)  -0.12
C (-1.414, 0.279, -0.049)  -0.66
O (-0.526, -0.605, -0.220)  -0.16
H (-2.368, 0.041, -0.608)  0.08
H (2.358, -0.675, 0.623)  0.01
H (1.178, -0.140, -0.209)  -0.02
O (2.167, -0.194, -0.196)  -0.14

Output
**HOMO level**: -4.347 eV
**Net charge**: -1
**Molar mass**: 63.03 g/mol

---

So which one wins? Going from most stable to least: B, A.